Computed, not measured: a structure of composition C12H28NO2P2Ti, with ωB97M-V/def2-TZVPD.

E_tot, a.u.: -2211.30947
Spin multiplicity: 2
Max |F|, eV/A: 2.8
Gap between HOMO and LUMO (alpha / beta), eV: 6.98 / 7.29
Relative energy (zero: lowest compared OMol25 entry of this formula, charge and spin), kcal per mole: 5.4

```
46
C12H28NO2P2Ti | the OMol25 dataset | ωB97M-V/def2-TZVPD
C -0.7663 0.8499 -3.2102
C -0.8455 0.3405 -1.8843
N 0.1145 0.8228 -0.9760
C 0.8606 1.9358 -1.2444
C 0.8172 2.5419 -2.5073
C 0.0192 1.9497 -3.5099
C -1.7192 -0.6942 -1.5080
P -2.1543 -0.7872 0.2453
Ti 0.0772 -0.0949 0.9949
P 2.0293 1.3620 1.2303
C 1.6921 2.5305 -0.1600
O -0.5969 -3.1251 -2.1446
O 0.0744 -3.3203 0.2099
H -1.4350 0.4037 -3.9381
H 1.4171 3.3981 -2.6825
H -0.0150 2.4014 -4.4957
C -3.6126 0.2886 0.3725
C -2.7999 -2.4612 0.5468
H 2.6650 2.8669 -0.5575
H 1.1820 3.4125 0.2779
H -1.0485 -2.2929 -2.0188
H -2.5914 -0.8243 -2.1900
C 2.4380 2.4228 2.6315
C 3.6327 0.6638 0.7154
H 0.6875 -2.2381 0.5049
H 0.5671 -4.0853 0.5603
H -0.1062 -3.4189 -0.8039
H 0.0214 -3.0551 -2.8770
H -0.7201 1.2142 1.6093
H 1.2935 -1.4787 0.6315
H -4.4108 -0.1447 -0.2611
H -3.9083 0.3431 1.4230
H -3.3317 1.2842 -0.0138
H -3.5864 -2.6945 -0.1802
H -1.9937 -3.2005 0.4861
H -3.2133 -2.4960 1.5646
H 4.3856 1.4637 0.6397
H 3.9365 -0.0886 1.4583
H 3.5076 0.1630 -0.2563
H 3.3423 3.0094 2.4189
H 1.5930 3.0897 2.8416
H 2.6086 1.7826 3.5074
C -0.0237 -0.9407 2.8855
H 0.9498 -1.4039 3.1303
H -0.8552 -1.6560 3.0161
H -0.1779 -0.0398 3.5178
```


Computed, not measured: a cluster of 3 separate species, C12H29B3ClNO9 in total, with ωB97M-V/def2-TZVPD.

E_tot, a.u.: -1741.39168
Max |F|, eV/A: 1.0
Gap between HOMO and LUMO, eV: 9.52
SMILES string: C[C@H](Cl)CB1OBOB(CON=O)O1.COCCOC.COCCOC

```
55
C12H29B3ClNO9 | the OMol25 dataset | ωB97M-V/def2-TZVPD
C 6.2785 3.7503 -1.0731
C 4.9331 3.2719 -0.5594
Cl 5.1730 1.8299 0.4989
C 3.9357 3.0097 -1.6930
B 2.6826 2.1683 -1.2721
O 2.6845 0.7884 -1.1784
B 1.6991 0.2697 -0.3692
O 1.2630 1.0516 0.6869
B 1.0751 2.3797 0.3606
C 0.4674 3.3828 1.4074
O 0.0136 4.6140 0.8136
N -1.2795 4.3959 0.3063
O -1.5230 5.1251 -0.5707
O 1.4952 2.7892 -0.8907
H 6.1871 4.7782 -1.4283
H 6.6346 3.1154 -1.8837
H 7.0174 3.7445 -0.2735
H 4.5164 4.0353 0.0961
H 3.5872 3.9977 -2.0056
H 4.4457 2.5384 -2.5366
H 1.1806 -0.7614 -0.6393
H -0.3458 2.9252 1.9767
H 1.2440 3.6689 2.1214
C 1.5032 -3.2605 0.8110
O 0.7520 -3.9247 -0.1866
C 1.2151 -5.2310 -0.4787
C 0.3929 -6.2972 0.2126
O 0.5065 -6.2321 1.6227
C -0.5790 -5.5813 2.2548
H 0.9290 -2.3887 1.1191
H 1.6766 -3.8982 1.6811
H 2.4677 -2.9259 0.4122
H 2.2689 -5.3351 -0.1987
H 1.1366 -5.3739 -1.5605
H 0.7570 -7.2797 -0.1022
H -0.6559 -6.2114 -0.0919
H -1.4666 -6.2234 2.2680
H -0.8289 -4.6397 1.7599
H -0.2796 -5.3766 3.2813
C -2.7289 0.1945 -0.0933
O -3.3486 1.4128 0.2746
C -4.0196 2.0496 -0.8026
C -5.5118 1.8043 -0.7575
O -5.8379 0.4375 -0.9371
C -6.1153 -0.2478 0.2687
H -2.4619 -0.3251 0.8259
H -3.3975 -0.4383 -0.6813
H -1.8143 0.3766 -0.6703
H -3.6105 1.7105 -1.7602
H -3.8349 3.1247 -0.7181
H -5.9843 2.3639 -1.5704
H -5.9185 2.1746 0.1896
H -7.1021 0.0271 0.6576
H -5.3622 -0.0411 1.0329
H -6.1124 -1.3130 0.0432
```


Computed, not measured: a structure of composition C12H29FNbO6P2, with ωB97M-V/def2-TZVPD.

E_tot, a.u.: -1765.31389
Max |F|, eV/A: 8.7
Gap between HOMO and LUMO, eV: 6.96
Charge: -1

```
51
C12H29FNbO6P2 | the OMol25 dataset | ωB97M-V/def2-TZVPD
C -4.0693 1.3152 4.4899
C -4.2364 0.3308 3.1601
C -2.7603 -0.0926 2.5520
C -2.6370 0.6009 1.0511
O -1.8332 -0.3088 0.1887
Nb -0.4675 0.7597 -1.0153
C 1.0450 -0.9343 -0.8918
C 0.9310 -1.8828 0.4459
C 1.8477 -3.2746 0.3079
F 1.8156 -3.8480 -1.0664
C 0.7860 2.0134 -2.4420
C 2.4061 1.8200 -2.3201
C 3.0556 2.2282 -0.8715
C 4.5987 1.5827 -0.8677
O 4.6526 0.3288 -0.0978
C 4.9461 0.6493 1.3130
O 4.6399 -0.2753 2.2279
P -1.6062 -0.2545 -3.0972
P -2.1243 -2.3492 -2.8034
O -1.4055 -3.2165 -3.9562
O -3.8628 -2.6214 -2.9111
O -1.6129 -3.0387 -1.2889
H -3.1612 2.0466 4.2695
H -3.8281 0.6195 5.4064
H -5.0654 1.9260 4.6322
H -4.9056 0.9133 2.3941
H -4.8150 -0.6325 3.4871
H -1.9625 0.4572 3.2494
H -2.5830 -1.2551 2.5475
H -2.0527 1.6390 1.0744
H -3.6945 0.7620 0.5302
H -1.6926 2.1400 -1.0168
H 0.3048 1.5785 0.4108
H 2.1870 -0.5919 -0.9447
H 0.8901 -1.5995 -1.8706
H -0.1519 -2.2315 0.7162
H 1.3469 -1.2882 1.3734
H 2.9709 -3.0911 0.6641
H 1.3067 -4.0783 1.0027
H 0.4110 1.8297 -3.5574
H 0.5646 3.1663 -2.2296
H 2.6381 0.7018 -2.6519
H 2.9045 2.5092 -3.1529
H 2.4371 1.8382 0.0419
H 3.1573 3.4101 -0.8636
H 5.4040 2.3856 -0.5480
H 4.8516 1.3045 -1.9933
H 5.4815 1.6754 1.5547
H -0.5206 -0.2857 -4.0870
H -4.2337 -2.4435 -1.9810
H -2.2984 -2.9379 -0.5650
```


Computed, not measured: a structure of composition C12H29N3O6PRuS, with ωB97M-V/def2-TZVPD.

E_tot, a.u.: -1923.77566
Max |F|, eV/A: 0.2
Gap between HOMO and LUMO (alpha / beta), eV: 7.63 / 7.63
Relative energy (zero: lowest compared OMol25 entry of this formula, charge and spin), kcal per mole: 22.6
Charge: +3

```
53
C12H29N3O6PRuS | the OMol25 dataset | ωB97M-V/def2-TZVPD
Ru -0.2283 -0.0146 0.1083
C 1.1506 0.7911 4.2489
S -0.2593 0.9561 3.1821
C -1.2264 -0.4597 3.6455
O 0.4404 0.5973 1.7616
H 0.7878 0.9989 5.2592
H 1.8695 1.5564 3.9619
H 1.5620 -0.2134 4.1748
H -1.5910 -0.2306 4.6515
H -0.6072 -1.3562 3.6629
H -2.0775 -0.5498 2.9737
O 1.3361 -2.9410 -0.9451
C 0.1818 -2.9724 -0.6768
C -0.8298 -4.0949 -0.7090
C -2.1461 -3.5448 -0.1229
C -1.8541 -2.1150 0.1922
O -2.4885 -1.2141 0.7058
N -0.5380 -1.7895 -0.2087
H -0.4250 -4.9345 -0.1427
H -0.9298 -4.4361 -1.7407
H -2.4634 -4.0565 0.7883
H -2.9912 -3.6010 -0.8125
C 4.4539 -1.9047 -1.1814
C 3.8060 -1.3369 0.0451
O 3.0979 -0.0448 -0.2609
P 1.7693 0.3401 -0.9143
O 1.5062 -0.2310 -2.3299
C 2.4159 -0.1385 -3.5324
C 2.0307 -1.2320 -4.4825
O 1.7186 1.9025 -0.9237
C 2.8767 2.8515 -0.7381
C 3.6967 2.9402 -1.9918
H 5.0344 -2.7772 -0.8760
H 5.1482 -1.1948 -1.6299
H 3.7189 -2.2408 -1.9115
H 4.5258 -1.0261 0.7955
H 3.0661 -1.9999 0.4835
H 3.4343 -0.2413 -3.1651
H 2.2609 0.8592 -3.9364
H 2.1683 -2.2153 -4.0344
H 2.6767 -1.1674 -5.3593
H 1.0014 -1.1224 -4.8220
H 3.4393 2.4866 0.1170
H 2.3834 3.7854 -0.4882
H 4.1930 1.9962 -2.2207
H 4.4778 3.6863 -1.8363
H 3.0975 3.2642 -2.8419
N -2.5269 1.3711 -1.2292
N -1.1391 1.1161 -1.3192
H -3.0632 0.5106 -1.1987
H -2.7421 1.9689 -0.4384
H -0.6518 2.0202 -1.3834
H -0.9479 0.6781 -2.2301
```


Which formula does entry 1 have? C12H28NO2P2Ti


Repeat the third record exactly.
Computed, not measured: a structure of composition C12H29FNbO6P2, with ωB97M-V/def2-TZVPD.

E_tot, a.u.: -1765.31389
Max |F|, eV/A: 8.7
Gap between HOMO and LUMO, eV: 6.96
Charge: -1

```
51
C12H29FNbO6P2 | the OMol25 dataset | ωB97M-V/def2-TZVPD
C -4.0693 1.3152 4.4899
C -4.2364 0.3308 3.1601
C -2.7603 -0.0926 2.5520
C -2.6370 0.6009 1.0511
O -1.8332 -0.3088 0.1887
Nb -0.4675 0.7597 -1.0153
C 1.0450 -0.9343 -0.8918
C 0.9310 -1.8828 0.4459
C 1.8477 -3.2746 0.3079
F 1.8156 -3.8480 -1.0664
C 0.7860 2.0134 -2.4420
C 2.4061 1.8200 -2.3201
C 3.0556 2.2282 -0.8715
C 4.5987 1.5827 -0.8677
O 4.6526 0.3288 -0.0978
C 4.9461 0.6493 1.3130
O 4.6399 -0.2753 2.2279
P -1.6062 -0.2545 -3.0972
P -2.1243 -2.3492 -2.8034
O -1.4055 -3.2165 -3.9562
O -3.8628 -2.6214 -2.9111
O -1.6129 -3.0387 -1.2889
H -3.1612 2.0466 4.2695
H -3.8281 0.6195 5.4064
H -5.0654 1.9260 4.6322
H -4.9056 0.9133 2.3941
H -4.8150 -0.6325 3.4871
H -1.9625 0.4572 3.2494
H -2.5830 -1.2551 2.5475
H -2.0527 1.6390 1.0744
H -3.6945 0.7620 0.5302
H -1.6926 2.1400 -1.0168
H 0.3048 1.5785 0.4108
H 2.1870 -0.5919 -0.9447
H 0.8901 -1.5995 -1.8706
H -0.1519 -2.2315 0.7162
H 1.3469 -1.2882 1.3734
H 2.9709 -3.0911 0.6641
H 1.3067 -4.0783 1.0027
H 0.4110 1.8297 -3.5574
H 0.5646 3.1663 -2.2296
H 2.6381 0.7018 -2.6519
H 2.9045 2.5092 -3.1529
H 2.4371 1.8382 0.0419
H 3.1573 3.4101 -0.8636
H 5.4040 2.3856 -0.5480
H 4.8516 1.3045 -1.9933
H 5.4815 1.6754 1.5547
H -0.5206 -0.2857 -4.0870
H -4.2337 -2.4435 -1.9810
H -2.2984 -2.9379 -0.5650
```


What did the second record say?
Computed, not measured: a cluster of 3 separate species, C12H29B3ClNO9 in total, with ωB97M-V/def2-TZVPD.

E_tot, a.u.: -1741.39168
Max |F|, eV/A: 1.0
Gap between HOMO and LUMO, eV: 9.52
SMILES string: C[C@H](Cl)CB1OBOB(CON=O)O1.COCCOC.COCCOC

```
55
C12H29B3ClNO9 | the OMol25 dataset | ωB97M-V/def2-TZVPD
C 6.2785 3.7503 -1.0731
C 4.9331 3.2719 -0.5594
Cl 5.1730 1.8299 0.4989
C 3.9357 3.0097 -1.6930
B 2.6826 2.1683 -1.2721
O 2.6845 0.7884 -1.1784
B 1.6991 0.2697 -0.3692
O 1.2630 1.0516 0.6869
B 1.0751 2.3797 0.3606
C 0.4674 3.3828 1.4074
O 0.0136 4.6140 0.8136
N -1.2795 4.3959 0.3063
O -1.5230 5.1251 -0.5707
O 1.4952 2.7892 -0.8907
H 6.1871 4.7782 -1.4283
H 6.6346 3.1154 -1.8837
H 7.0174 3.7445 -0.2735
H 4.5164 4.0353 0.0961
H 3.5872 3.9977 -2.0056
H 4.4457 2.5384 -2.5366
H 1.1806 -0.7614 -0.6393
H -0.3458 2.9252 1.9767
H 1.2440 3.6689 2.1214
C 1.5032 -3.2605 0.8110
O 0.7520 -3.9247 -0.1866
C 1.2151 -5.2310 -0.4787
C 0.3929 -6.2972 0.2126
O 0.5065 -6.2321 1.6227
C -0.5790 -5.5813 2.2548
H 0.9290 -2.3887 1.1191
H 1.6766 -3.8982 1.6811
H 2.4677 -2.9259 0.4122
H 2.2689 -5.3351 -0.1987
H 1.1366 -5.3739 -1.5605
H 0.7570 -7.2797 -0.1022
H -0.6559 -6.2114 -0.0919
H -1.4666 -6.2234 2.2680
H -0.8289 -4.6397 1.7599
H -0.2796 -5.3766 3.2813
C -2.7289 0.1945 -0.0933
O -3.3486 1.4128 0.2746
C -4.0196 2.0496 -0.8026
C -5.5118 1.8043 -0.7575
O -5.8379 0.4375 -0.9371
C -6.1153 -0.2478 0.2687
H -2.4619 -0.3251 0.8259
H -3.3975 -0.4383 -0.6813
H -1.8143 0.3766 -0.6703
H -3.6105 1.7105 -1.7602
H -3.8349 3.1247 -0.7181
H -5.9843 2.3639 -1.5704
H -5.9185 2.1746 0.1896
H -7.1021 0.0271 0.6576
H -5.3622 -0.0411 1.0329
H -6.1124 -1.3130 0.0432
```


What did the third record say?
Computed, not measured: a structure of composition C12H29FNbO6P2, with ωB97M-V/def2-TZVPD.

E_tot, a.u.: -1765.31389
Max |F|, eV/A: 8.7
Gap between HOMO and LUMO, eV: 6.96
Charge: -1

```
51
C12H29FNbO6P2 | the OMol25 dataset | ωB97M-V/def2-TZVPD
C -4.0693 1.3152 4.4899
C -4.2364 0.3308 3.1601
C -2.7603 -0.0926 2.5520
C -2.6370 0.6009 1.0511
O -1.8332 -0.3088 0.1887
Nb -0.4675 0.7597 -1.0153
C 1.0450 -0.9343 -0.8918
C 0.9310 -1.8828 0.4459
C 1.8477 -3.2746 0.3079
F 1.8156 -3.8480 -1.0664
C 0.7860 2.0134 -2.4420
C 2.4061 1.8200 -2.3201
C 3.0556 2.2282 -0.8715
C 4.5987 1.5827 -0.8677
O 4.6526 0.3288 -0.0978
C 4.9461 0.6493 1.3130
O 4.6399 -0.2753 2.2279
P -1.6062 -0.2545 -3.0972
P -2.1243 -2.3492 -2.8034
O -1.4055 -3.2165 -3.9562
O -3.8628 -2.6214 -2.9111
O -1.6129 -3.0387 -1.2889
H -3.1612 2.0466 4.2695
H -3.8281 0.6195 5.4064
H -5.0654 1.9260 4.6322
H -4.9056 0.9133 2.3941
H -4.8150 -0.6325 3.4871
H -1.9625 0.4572 3.2494
H -2.5830 -1.2551 2.5475
H -2.0527 1.6390 1.0744
H -3.6945 0.7620 0.5302
H -1.6926 2.1400 -1.0168
H 0.3048 1.5785 0.4108
H 2.1870 -0.5919 -0.9447
H 0.8901 -1.5995 -1.8706
H -0.1519 -2.2315 0.7162
H 1.3469 -1.2882 1.3734
H 2.9709 -3.0911 0.6641
H 1.3067 -4.0783 1.0027
H 0.4110 1.8297 -3.5574
H 0.5646 3.1663 -2.2296
H 2.6381 0.7018 -2.6519
H 2.9045 2.5092 -3.1529
H 2.4371 1.8382 0.0419
H 3.1573 3.4101 -0.8636
H 5.4040 2.3856 -0.5480
H 4.8516 1.3045 -1.9933
H 5.4815 1.6754 1.5547
H -0.5206 -0.2857 -4.0870
H -4.2337 -2.4435 -1.9810
H -2.2984 -2.9379 -0.5650
```